Entry 1:
C4H11NO as an isolated structure in a non-equilibrium geometry. Source: the Open Molecules 2025 dataset; level of theory: wB97M-V/def2-TZVPD.

```
17
Properties=species:S:1:pos:R:3:mulliken_charge:R:1
C 1.31 -0.61 0.20 0.390
C -1.60 -0.40 0.48 -0.160
C 2.10 0.10 -0.88 -1.177
C -1.90 1.05 0.30 -0.969
N 0.93 0.02 1.31 -0.843
O -0.25 -0.96 -0.67 -0.561
H -0.31 -1.88 -0.97 0.300
H 0.96 1.03 1.17 0.190
H 1.63 -1.64 0.38 0.314
H -2.28 -1.04 -0.07 0.320
H -1.45 -0.75 1.49 0.344
H 2.42 -0.58 -1.68 0.336
H 1.46 0.85 -1.35 0.271
H 2.97 0.58 -0.43 0.330
H -1.62 1.38 -0.70 0.274
H -2.98 1.20 0.37 0.354
H -1.40 1.66 1.06 0.287
```

Calculated values
Strongest force on any atom, eV/Å: 3.35
Gap between HOMO and LUMO, eV: 8.763
ΔE to the lowest compared entry with this formula, charge and spin, kcal/mol: 97.0

=====

Entry 2:
One molecule with the formula C7H6BNO2S in a non-equilibrium geometry. Source: the Open Molecules 2025 dataset; level of theory: wB97M-V/def2-TZVPD.

```
18
Properties=species:S:1:pos:R:3:mulliken_charge:R:1
B -1.15 -0.52 -0.87 0.721
C 2.36 0.05 -0.26 -0.493
C 1.58 -0.59 -1.28 -0.068
C 1.72 0.59 0.80 -0.395
C -1.69 0.79 2.52 -0.292
C 0.34 -0.98 -1.40 -0.004
C -0.78 0.16 0.63 -0.332
C 0.36 0.60 1.24 0.711
N -1.90 0.12 1.39 -0.458
O -2.04 -1.59 -0.81 -0.619
O -1.48 0.60 -1.81 -0.682
S -0.08 1.31 2.74 -0.160
H 3.53 0.11 -0.34 0.253
H 2.22 -0.86 -2.17 0.291
H 2.26 1.04 1.58 0.353
H -2.37 0.92 3.23 0.623
H -2.65 -1.66 -1.59 0.293
H -2.28 0.77 -1.40 0.256
```

Calculated values
Strongest force on any atom, eV/Å: 5.22
Gap between HOMO and LUMO (alpha / beta), eV: 6.925 / 6.925
ΔE to the lowest compared entry with this formula, charge and spin, kcal/mol: 73.6

=====

no.,E_tot (eV)
1,-7860.3462
2,-24449.9862